(1)
A molecular structure, C2H2FFeO in a non-equilibrium geometry, computed with ωB97M-V/def2-TZVPD.

Calculated values
Lowest unoccupied orbital energy (spin up / spin down) = 0.23 / -1.37 eV
<S²> = 8.755
Gap between HOMO and LUMO (spin up / spin down) = 8.292 / 7.499 eV
Multiplicity = 6
HOMO level (spin up / spin down) = -8.066 / -8.870 eV
Energy relative to the best compared isomer or geometry (same formula, charge and spin) = 0.0 kcal/mol

The geometry in XYZ format:
```
7
C2H2FFeO, DFT ωB97M-V/def2-TZVPD
F 1.04875 -0.81134 -0.20489
O -0.62117 0.58959 0.12694
C -0.14666 0.02910 -0.88960
C -0.56374 -0.33459 -2.10258
Fe 0.00132 0.44653 1.93249
H 0.13698 -0.77535 -2.80814
H -1.61745 -0.22221 -2.35195
```

=====

(2)
2 unconnected molecules or ions with the total composition C2H2FI in a non-equilibrium geometry, computed with ωB97M-V/def2-TZVPD.

Calculated values
Lowest unoccupied orbital energy (spin up / spin down) = -0.19 / -1.10 eV
Gap between HOMO and LUMO (spin up / spin down) = 8.614 / 7.412 eV
Multiplicity = 1
HOMO level (spin up / spin down) = -8.806 / -8.514 eV
Energy relative to the best compared isomer or geometry (same formula, charge and spin) = 130.4 kcal/mol

The geometry in XYZ format:
```
6
C2H2FI, DFT ωB97M-V/def2-TZVPD
C 1.36931 -0.59507 1.25931
C -0.73777 -0.32789 -0.58508
F 1.51383 0.61835 0.88222
I -0.79572 1.76641 -1.04785
H -1.63999 -0.72288 -0.25895
H 0.29034 -0.73892 -0.24965
```

=====

(3)
A molecular structure, C2H2FIO3 in a non-equilibrium geometry, computed with ωB97M-V/def2-TZVPD.

Calculated values
Lowest unoccupied orbital energy (spin up / spin down) = 0.37 / -4.10 eV
<S²> = 2.006
Gap between HOMO and LUMO (spin up / spin down) = 6.639 / 6.672 eV
Multiplicity = 3
HOMO level (spin up / spin down) = -6.267 / -10.775 eV
Energy relative to the best compared isomer or geometry (same formula, charge and spin) = 20.8 kcal/mol

The geometry in XYZ format:
```
9
C2H2FIO3, DFT ωB97M-V/def2-TZVPD
C -0.73922 1.86892 -0.23011
C -0.70439 0.42271 0.27875
O -0.37632 2.18112 -1.32658
O 0.00713 -0.30323 -0.93640
O -0.18124 0.22974 1.51350
F -1.30309 2.72495 0.69408
I -2.70616 -0.20959 -0.08101
H 0.70467 0.25844 -1.29960
H -0.37350 -0.63792 1.67240
```

=====

(4)
A molecular structure, C2H2FInLi2O in a non-equilibrium geometry, computed with ωB97M-V/def2-TZVPD.

Calculated values
Lowest unoccupied orbital energy (spin up / spin down) = -11.20 / -14.78 eV
Gap between HOMO and LUMO (spin up / spin down) = 5.161 / 1.808 eV
Multiplicity = 1
HOMO level (spin up / spin down) = -16.362 / -16.589 eV
Net charge = +2

The geometry in XYZ format:
```
9
C2H2FInLi2O, DFT ωB97M-V/def2-TZVPD
C 0.48439 -0.46391 1.03770
C -0.52973 -1.22926 0.60454
O 0.81487 0.65500 0.26258
H 1.11906 -0.57602 1.92963
F -0.96718 0.70633 -3.72905
H -0.71509 -2.08262 1.27173
Li -0.64411 0.18823 -2.13273
In 2.03139 1.90529 0.41756
Li -1.59359 0.89695 0.33803
```

=====

(5)
A molecular structure, C2H2FLi2O2 in a non-equilibrium geometry, computed with ωB97M-V/def2-TZVPD.

Calculated values
Lowest unoccupied orbital energy (spin up / spin down) = -1.40 / -1.46 eV
<S²> = 0.757
Gap between HOMO and LUMO (spin up / spin down) = 5.608 / 6.895 eV
Multiplicity = 2
HOMO level (spin up / spin down) = -7.012 / -8.354 eV
Energy relative to the best compared isomer or geometry (same formula, charge and spin) = 0.0 kcal/mol

The geometry in XYZ format:
```
9
C2H2FLi2O2, DFT ωB97M-V/def2-TZVPD
H 0.71991 -0.41847 -0.49695
O -1.07708 0.26613 -0.72564
C -0.01521 0.55217 -0.08933
C 0.04897 0.45939 1.33500
O 0.41114 -0.64587 1.87080
H -0.61132 1.14874 1.89012
Li 0.85953 -2.24007 1.12688
Li -0.93524 -0.16898 -2.30937
F 0.59929 1.04696 -2.60152
```

=====

(6)
A molecular structure, C2H2FLiOPt in a non-equilibrium geometry, computed with ωB97M-V/def2-TZVPD.

Calculated values
Lowest unoccupied orbital energy (spin up / spin down) = -10.56 / -13.46 eV
<S²> = 2.004
Gap between HOMO and LUMO (spin up / spin down) = 8.622 / 6.162 eV
Multiplicity = 3
HOMO level (spin up / spin down) = -19.186 / -19.619 eV
Net charge = +2
Energy relative to the best compared isomer or geometry (same formula, charge and spin) = 130.5 kcal/mol

The geometry in XYZ format:
```
8
C2H2FLiOPt, DFT ωB97M-V/def2-TZVPD
H 0.33583 -0.83304 -1.58248
C 0.36211 0.88861 0.53554
C 0.62793 -0.26486 -0.06417
O -0.43629 -0.78028 -0.80438
Li 1.08727 -2.15060 0.98600
Pt -1.88297 0.25181 -0.67707
F -0.89722 1.53299 0.19706
H 0.80333 1.35538 1.40951
```

=====

(7)
A molecular structure, C2H2FMgO in a non-equilibrium geometry, computed with ωB97M-V/def2-TZVPD.

Calculated values
Lowest unoccupied orbital energy (spin up / spin down) = -5.90 / -7.46 eV
Gap between HOMO and LUMO (spin up / spin down) = 8.721 / 4.762 eV
Multiplicity = 1
HOMO level (spin up / spin down) = -14.619 / -12.224 eV
Net charge = +1
Energy relative to the best compared isomer or geometry (same formula, charge and spin) = 0.0 kcal/mol

The geometry in XYZ format:
```
7
C2H2FMgO, DFT ωB97M-V/def2-TZVPD
C -0.16361 0.46890 0.03111
C -0.62563 -0.73543 0.43401
F -1.07832 1.39084 -0.38662
O 0.85907 0.41048 -0.77969
H -1.67123 -0.99249 0.27871
H 0.05737 -1.46430 0.86623
Mg 2.62236 0.92200 -0.44375
```

=====

(8)
C2H2FN3 in the gas phase in a non-equilibrium geometry, computed with ωB97M-V/def2-TZVPD.

Calculated values
Lowest unoccupied orbital energy = 0.80 eV
Gap between HOMO and LUMO = 10.961 eV
Structure (SMILES) = Fn1cnnc1
Multiplicity = 1
HOMO level = -10.161 eV
Energy relative to the best compared isomer or geometry (same formula, charge and spin) = 88.6 kcal/mol

The geometry in XYZ format:
```
8
C2H2FN3, DFT ωB97M-V/def2-TZVPD
C 0.31493 -1.05708 0.45164
C -0.15553 0.90623 -0.46080
N -0.39430 0.09859 0.62211
N 0.94877 -0.86757 -0.65249
N 0.62750 0.30328 -1.24020
F -1.33759 0.77106 1.32465
H 0.45994 -2.00403 0.86728
H -0.46372 1.84952 -0.91220
```

=====

Molecular weight
In order: 116.88; 171.94; 219.94; 189.73; 90.92; 263.05; 85.34; 87.06
Unit: g mol⁻¹